Record 1
The following is a quantum chemistry calculation of an isolated molecule of C8H12N2O2, from the OMol25 dataset.

Summary:
Orbital gap = 9.60 eV
Maximum force = 0.6 eV/Å
LUMO level = -0.01 eV
SMILES = COCCC[C@@H](C#N)[C@H](O)C#N
ΔE to the lowest compared entry with this formula, charge and spin = 294.7 kJ/mol

Geometry as ORCA input:
```
! RIJCOSX wB97M-V def2-TZVPD def2/J DEFGRID3
* xyz 0 1
H -1.556 -1.193 0.498
N 1.418 2.724 -0.004
O -0.584 -0.413 2.905
H 0.121 -0.852 0.163
H 0.605 -1.812 3.759
H -1.745 0.860 1.869
C -0.770 0.376 1.747
C -0.034 1.156 -1.509
C 0.294 -1.516 2.757
H -0.446 1.788 -2.303
C -0.827 -0.385 0.425
H -0.036 1.187 1.701
C 2.061 -0.259 -1.448
H 1.194 -1.270 2.189
N 2.876 -0.555 -0.696
H -1.864 1.359 -0.381
C 0.864 0.094 -2.232
H -0.460 -0.937 -3.203
C -1.216 0.555 -0.736
H -0.234 -2.367 2.318
H 1.200 0.521 -3.182
O 0.176 -1.113 -2.500
C 0.778 2.062 -0.688
H -1.813 -0.010 -1.451
*
```

Record 2
The following is a quantum chemistry calculation of a cluster of 9 separate species, C24H54N6O18S3 in total at a distorted geometry, from the OMol25 dataset.

Summary:
Orbital gap = 8.93 eV
Maximum force = 4.7 eV/Å
LUMO level = -0.17 eV
SMILES = O=S1(=O)OCCO1.O=S1(=O)OCCO1.O=S1(=O)OCCO1.CNC(C)=O.CNC(C)=O.CNC(C)=O.CNC(C)=O.CNC(C)=O.CNC(C)=O
ΔE to the lowest compared entry with this formula, charge and spin = 0.0 kJ/mol

Geometry as ORCA input:
```
! RIJCOSX wB97M-V def2-TZVPD def2/J DEFGRID3
* xyz 0 1
H 6.312 5.606 0.329
O 0.942 -8.103 -3.320
H -4.262 -0.781 -5.374
C -5.218 0.637 -6.584
C 5.084 -1.932 1.606
N 5.351 -0.714 2.059
H -0.599 8.167 3.767
H 5.199 -3.197 -0.269
N 5.157 3.731 -2.000
N 0.687 8.163 -5.554
H -4.046 -1.215 0.890
O 0.364 -5.708 -2.680
S -2.480 5.315 2.811
H -3.133 -3.283 -7.491
C -0.113 -3.320 5.934
O -1.503 -7.389 -2.861
H 5.000 4.828 1.001
H -2.065 -2.975 6.781
O -4.061 -7.613 2.319
H -1.953 -2.303 -6.709
H 2.593 9.097 -5.552
S -5.517 -7.083 1.671
H 1.590 9.713 -6.737
H -2.911 -7.083 4.063
H -1.058 1.609 -1.390
H 2.940 -4.160 7.135
H 4.771 5.803 -0.496
O -3.060 4.614 3.982
C -0.689 6.882 -4.006
H 0.873 5.964 3.811
O -2.906 -0.109 -1.133
H 0.146 1.823 -0.070
C 1.804 8.772 -6.230
H 1.738 -3.521 5.261
S -0.032 -7.279 -2.618
H 5.177 0.562 3.916
O -0.533 -3.019 4.815
C 4.779 -0.326 3.424
H 2.194 8.039 -6.937
C -2.583 0.038 0.025
C 5.280 2.727 -3.015
C -0.015 6.135 3.202
O -3.041 5.135 1.468
H -4.451 1.409 -6.525
C -0.449 1.108 -0.638
N -4.446 -0.562 -6.343
C -4.962 -6.280 4.014
O 0.275 -7.269 -0.936
H 1.537 -5.865 -0.213
H 4.443 4.423 -2.181
C 5.855 3.914 -0.877
H -0.638 6.529 -2.976
H 4.912 -1.077 4.203
C -0.973 7.152 3.897
H -0.192 8.624 -5.743
O 1.762 6.826 -4.048
H -4.212 -8.265 4.219
N -1.388 0.560 0.344
C 1.873 -4.110 7.349
H -1.204 6.961 4.945
H -3.329 -2.853 -5.722
H -1.431 7.678 -4.053
O -6.336 -8.160 1.103
O -5.379 -5.913 0.832
C 0.689 7.242 -4.601
H 1.539 -5.132 7.528
H 4.640 1.861 -2.850
O -6.096 -6.693 3.191
H -5.677 0.730 -7.568
O -0.796 5.024 2.808
H -1.178 0.662 1.327
H 1.843 -3.465 8.227
H -5.271 -6.295 5.059
H -0.818 -2.469 7.836
C -3.020 -2.526 -6.715
C -3.630 -0.222 1.061
H -4.725 -5.247 3.761
H 6.350 2.609 -3.192
H 0.451 -4.071 -1.335
H 0.287 0.392 -1.006
O 4.626 -2.852 2.303
C -3.822 -1.328 -7.221
H -1.109 -4.158 7.810
C -1.091 -3.281 7.162
H -1.087 -4.950 -1.372
O 6.710 3.075 -0.549
O -2.165 6.892 3.143
H 0.509 6.613 2.374
H 4.633 -1.611 -0.516
H -5.985 0.792 -5.825
H 5.668 -0.049 1.367
C 5.326 -2.180 0.103
H -3.037 -0.241 1.975
C 0.469 -5.995 -0.390
H -0.064 -5.968 0.560
H 3.724 -0.093 3.286
H 6.346 -1.914 -0.177
C -3.906 -7.353 3.707
C 5.405 5.084 0.022
H 4.993 3.245 -3.930
N 1.189 -3.605 6.105
O -3.849 -1.136 -8.409
C -0.010 -5.044 -1.506
H -1.086 6.096 -4.649
H -4.445 0.486 1.205
*
```

Record 3
The following is a quantum chemistry calculation of a cluster of 2 separate species, C24H31N4O2 in total at a distorted geometry, from the OMol25 dataset.

Summary:
Orbital gap = 8.25 eV
Maximum force = 2.9 eV/Å
LUMO level = -2.94 eV
ΔE to the lowest compared entry with this formula, charge and spin = 0.0 kJ/mol

Geometry as ORCA input:
```
! RIJCOSX wB97M-V def2-TZVPD def2/J DEFGRID3
* xyz 1 1
C 1.538 3.211 -0.283
C 0.682 9.683 -1.736
C 2.602 8.560 -4.739
C -1.860 1.645 -0.274
C -3.325 0.731 1.571
H 2.335 1.275 -0.749
C 3.249 5.005 -5.255
H 3.017 2.509 -1.875
C 1.900 4.915 -2.681
C 1.233 7.298 -1.498
H -0.320 9.711 -2.209
N 0.798 8.489 -0.903
C -2.040 1.318 1.076
H -1.223 9.853 0.145
C 1.224 6.070 -0.812
H -3.741 1.346 2.383
C -0.373 9.744 0.821
N 1.474 4.877 -1.405
C 2.315 7.308 -5.560
H -0.717 9.579 1.841
H 1.998 2.874 2.459
C -0.970 1.462 1.964
C -0.408 2.451 -2.164
H -1.339 2.381 -2.738
H -2.659 1.463 -0.992
H -4.066 0.648 0.766
H 3.766 3.954 -6.999
C 0.260 1.951 1.558
H 0.779 10.564 -1.092
H 1.877 4.051 0.359
H 1.516 10.539 -3.516
N 2.508 6.096 -4.770
C 0.368 2.476 0.214
C -0.651 2.170 -0.717
H 0.317 1.741 -2.591
H -3.163 -0.274 1.998
O 0.801 7.712 1.283
H 1.270 7.338 -5.923
H 0.009 3.453 -2.303
C 1.777 9.744 -2.793
N 1.824 8.506 -3.524
H 0.237 10.650 0.781
C 2.652 2.356 -0.800
H -1.121 1.157 3.009
C 1.654 7.317 -2.854
H 0.977 6.015 0.238
C 2.031 6.091 -3.448
H 3.702 8.625 -4.534
H 4.093 5.697 -7.116
H 2.250 9.440 -5.312
O 3.743 4.174 -4.494
C 3.391 4.945 -6.747
C 0.442 8.547 0.454
H 2.746 9.960 -2.284
H 2.424 5.099 -7.232
H 1.038 1.877 3.567
H 2.984 7.269 -6.425
H 2.139 3.938 -3.080
H 3.502 2.565 -0.102
C 1.408 1.958 2.534
H 2.105 1.117 2.383
*
```

Record 4
The following is a quantum chemistry calculation of a structure of composition C2F6NO4PtS2Te4, from the OMol25 dataset.

Summary:
Orbital gap (alpha / beta) = 6.36 / 5.15 eV
Maximum force = 0.1 eV/Å
LUMO level (alpha / beta) = 1.79 / 0.51 eV
ΔE to the lowest compared entry with this formula, charge and spin = 0.0 kJ/mol
⟨S²⟩ = 2.018

Geometry as ORCA input:
```
! RIJCOSX wB97M-V def2-TZVPD def2/J DEFGRID3
* xyz -1 3
Pt 0.715 1.748 1.170
F 3.271 -0.209 -1.159
C 2.068 -0.678 -1.495
S -1.524 -1.678 -0.216
Te -0.794 3.299 4.751
F -3.381 -0.377 -1.508
Te 0.933 4.975 3.498
F 1.324 0.342 -1.921
O -2.341 -2.839 -0.378
C -2.061 -0.568 -1.588
O -1.669 -0.875 0.965
O 1.210 -0.444 0.963
S 1.304 -1.500 -0.032
Te 0.559 4.248 0.912
Te -0.745 1.174 3.167
N -0.039 -2.020 -0.620
O 2.202 -2.566 0.278
F -1.461 0.618 -1.511
F -1.788 -1.107 -2.779
F 2.215 -1.543 -2.496
*
```

Record 5
The following is a quantum chemistry calculation of the ion C5H12NO2 with charge +1 at a distorted geometry, from the OMol25 dataset.

Summary:
Orbital gap = 10.49 eV
Maximum force = 3.5 eV/Å
LUMO level = -3.22 eV
SMILES = C=C(O)[N@H+](C)[C@H](C)O
ΔE to the lowest compared entry with this formula, charge and spin = 305.5 kJ/mol

Geometry as ORCA input:
```
! RIJCOSX wB97M-V def2-TZVPD def2/J DEFGRID3
* xyz 1 1
C -0.069 1.098 1.376
H -0.939 1.050 2.148
H 0.028 -0.981 0.947
C -1.504 -0.184 -0.365
N -0.116 -0.058 0.423
H 0.810 1.415 -1.528
O -1.764 0.749 -1.234
H -3.304 -1.266 -0.447
C 0.990 -0.350 -0.659
H 2.312 -0.883 0.976
C -2.286 -1.222 -0.095
H -2.259 0.539 -2.075
H 0.929 0.841 1.982
H 0.110 2.107 0.925
H 2.308 0.883 0.404
H 0.746 -1.432 -0.980
C 2.341 -0.221 0.073
H 3.011 -0.522 -0.769
H -2.098 -2.058 0.647
O 0.754 0.496 -1.750
*
```

Record 6
The following is a quantum chemistry calculation of a cluster of 2 separate species, H5N2PS2 in total at a distorted geometry, from the OMol25 dataset.

Summary:
Orbital gap = 6.44 eV
Maximum force = 3.8 eV/Å
LUMO level = -1.94 eV
ΔE to the lowest compared entry with this formula, charge and spin = 395.2 kJ/mol

Geometry as ORCA input:
```
! RIJCOSX wB97M-V def2-TZVPD def2/J DEFGRID3
* xyz 0 1
S 0.935 -1.956 -0.532
S 2.242 1.264 -0.212
H -1.601 1.459 -0.771
H 0.564 -1.423 -1.796
N 0.493 0.009 1.627
H -0.159 -0.710 1.884
P 0.745 0.030 0.034
H 0.786 0.607 2.320
N -1.999 0.513 -0.810
H -2.005 0.207 -1.744
*
```

Record 7
The following is a quantum chemistry calculation of a structure of composition C3H8N2S at a distorted geometry, from the OMol25 dataset.

Summary:
Orbital gap = 8.63 eV
Maximum force = 6.7 eV/Å
LUMO level = 0.52 eV
ΔE to the lowest compared entry with this formula, charge and spin = 559.7 kJ/mol

Geometry as ORCA input:
```
! RIJCOSX wB97M-V def2-TZVPD def2/J DEFGRID3
* xyz 0 1
N 0.425 -1.018 -0.321
S -3.105 0.034 -0.473
H 2.294 -1.234 -0.907
H 2.967 0.738 -0.289
N 1.563 -0.627 -0.623
H 1.551 1.475 -0.553
H -1.793 -1.941 0.435
C -1.729 -0.799 0.451
C 2.023 0.625 0.051
H -1.925 -0.239 1.524
C -0.523 -0.293 -0.076
H -0.820 1.013 -0.168
H 1.498 0.770 1.166
H -2.427 1.495 -0.217
*
```

Record 8
The following is a quantum chemistry calculation of the ion C5H13N2 with charge +1 at a distorted geometry, from the OMol25 dataset.

Summary:
Orbital gap = 7.91 eV
Maximum force = 2.0 eV/Å
LUMO level = -3.35 eV
SMILES = N/C=C/CCC[NH3+]
ΔE to the lowest compared entry with this formula, charge and spin = 331.5 kJ/mol

Geometry as ORCA input:
```
! RIJCOSX wB97M-V def2-TZVPD def2/J DEFGRID3
* xyz 1 1
H 0.736 -0.657 -0.848
H -0.825 1.479 -1.151
C 1.900 -0.287 0.847
H -0.591 2.041 1.259
H -2.913 -1.929 -0.843
N -2.224 -1.250 -1.127
C -0.822 0.635 -0.456
H 2.330 -0.139 -1.189
N 1.753 -0.747 -0.615
C -1.957 -0.160 -0.393
C 1.251 1.076 0.918
H -1.464 -1.636 -1.658
H -2.843 0.110 0.205
H 1.310 -1.003 1.418
H 2.976 -0.414 0.998
H -0.746 0.325 1.650
H 2.022 -1.728 -0.665
H 1.344 1.716 0.036
C -0.314 1.035 0.933
H 1.658 1.576 1.794
*
```

Record 9
The following is a quantum chemistry calculation of a structure of composition C24H50N2O9PSi3Ti, from the OMol25 dataset.

Summary:
Orbital gap (alpha / beta) = 4.34 / 7.85 eV
Maximum force = 0.5 eV/Å
LUMO level (alpha / beta) = 2.29 / 2.29 eV
ΔE to the lowest compared entry with this formula, charge and spin = 0.0 kJ/mol
⟨S²⟩ = 2.019

Geometry as ORCA input:
```
! RIJCOSX wB97M-V def2-TZVPD def2/J DEFGRID3
* xyz -1 3
C 0.609 -4.639 -2.246
O -0.532 -1.263 1.859
C -0.475 2.385 -1.346
H 3.343 0.695 4.056
C -0.674 -5.052 -1.533
H 2.452 -3.630 1.885
H 2.387 -1.992 -1.386
C -0.622 4.623 -2.704
H 1.225 3.689 1.389
H 4.499 1.638 0.360
H 1.814 -0.515 -2.825
C 1.787 -0.208 1.261
C -1.715 -1.811 2.426
H -1.816 -2.864 2.153
H 1.693 2.688 0.029
C 1.435 -3.299 1.661
Si 1.095 -1.556 2.262
H -0.607 1.633 2.721
C -0.363 -6.029 -0.408
H 1.310 -4.177 -1.551
H -2.596 -5.912 -1.981
H 0.383 2.716 3.693
H -2.565 -1.265 2.028
H 5.620 -1.477 1.147
P -1.351 -2.411 -1.320
H 0.255 1.021 4.146
H 2.934 3.363 1.085
H -3.430 -0.374 -2.482
H 0.079 -6.939 -0.816
H 1.281 -3.349 0.582
C 0.317 1.699 3.295
H 4.350 -2.138 2.177
O -0.225 5.203 -3.718
C -0.182 3.315 -2.367
C 4.160 0.908 -0.377
C 1.005 1.429 -2.651
H 3.435 -2.955 -0.354
Si 3.395 -0.599 0.449
H 0.985 -0.771 4.659
H -1.260 -6.568 -2.948
H -1.050 -0.549 -5.392
C -3.254 -2.098 -4.635
O -1.967 3.407 0.154
H 0.402 -3.931 -3.048
H 4.246 1.588 2.826
H -2.850 0.493 -3.919
N 0.291 1.222 -1.566
O 0.058 -1.799 -1.257
H 3.203 2.455 3.956
H -1.773 0.235 -2.552
H -1.716 4.605 -1.106
H 1.161 3.067 -3.985
C -0.874 -1.301 -4.621
O -2.265 -1.632 -0.450
C -1.279 2.426 -0.189
C 3.328 -1.981 -0.838
H -3.516 -1.406 -5.437
H 0.337 -5.582 0.297
H 4.930 -0.493 2.445
C -2.575 -0.215 -3.136
C 3.297 1.540 3.364
O -1.314 -3.929 -0.872
C 1.962 0.468 -3.265
C 1.934 2.924 1.065
O -1.528 5.193 -1.886
H -4.136 -2.271 -4.018
H -0.066 -0.961 -3.975
C 1.294 -1.665 4.122
H 0.743 -3.998 2.140
H -1.678 -1.709 3.513
H -2.944 -3.047 -5.077
H 2.354 -1.833 4.335
C -1.675 -5.659 -2.507
H 5.025 0.606 -0.974
H 1.805 0.405 -4.343
Si 1.815 1.418 2.191
H 0.740 -2.522 4.515
H -1.278 -6.289 0.125
H -0.572 -2.236 -5.098
Ti -0.156 -0.212 0.013
H 2.995 0.773 -3.094
C 4.694 -1.229 1.675
H 1.074 -5.528 -2.676
H -1.909 -4.952 -3.300
H 3.448 1.417 -1.029
N 0.760 2.647 -3.164
C -2.131 -1.515 -3.791
H 4.151 -1.876 -1.550
O -1.815 -2.567 -2.831
O -1.218 1.282 0.528
*
```

Record 10
The following is a quantum chemistry calculation of an isolated molecule of CH2N4 at a distorted geometry, from the OMol25 dataset.

Summary:
Orbital gap (alpha / beta) = 8.97 / 8.97 eV
Maximum force = 6.2 eV/Å
LUMO level (alpha / beta) = -0.89 / -0.89 eV
SMILES = N#C/N=N/N
ΔE to the lowest compared entry with this formula, charge and spin = 316.8 kJ/mol

Geometry as ORCA input:
```
! RIJCOSX wB97M-V def2-TZVPD def2/J DEFGRID3
* xyz 0 1
N -3.023 -0.077 0.076
N 0.308 -0.565 -0.040
N 1.509 -0.129 0.141
N -0.619 0.514 -0.120
H 2.209 -0.704 -0.227
H 1.487 0.874 0.175
C -1.871 0.087 -0.004
*
```

Record 11
The following is a quantum chemistry calculation of a structure of composition C39H25F5N6O7S4Ti, from the OMol25 dataset.

Summary:
Orbital gap = 7.07 eV
Maximum force = 0.2 eV/Å
LUMO level = -1.06 eV
ΔE to the lowest compared entry with this formula, charge and spin = 69.0 kJ/mol

Geometry as ORCA input:
```
! RIJCOSX wB97M-V def2-TZVPD def2/J DEFGRID3
* xyz 0 1
H -7.200 -2.492 2.130
S -1.835 4.470 0.308
C 1.158 -1.278 5.598
N 0.152 -2.507 1.051
F 1.653 -1.077 7.891
N 4.842 0.895 -4.416
C 3.003 1.923 -5.514
H 2.845 -5.107 -0.720
C -3.391 -2.113 1.617
H 1.998 -6.887 0.724
H 0.384 -1.457 -4.268
C 1.851 2.678 -5.554
C -4.185 -0.998 1.911
H -6.141 2.315 -1.019
C -2.383 2.051 -0.301
H 2.773 -0.848 -4.486
F 1.262 -2.606 5.661
C 4.997 0.144 -1.129
H 6.045 0.417 -1.130
H 2.351 -5.942 2.187
C 3.698 1.752 -4.318
O -3.308 -4.503 1.249
H 3.378 1.436 -6.405
H -4.992 0.155 -1.246
S 0.406 -5.147 1.030
C 0.353 -1.140 -2.139
H -2.359 -4.273 1.169
H -0.450 3.853 -2.582
Ti 0.350 -0.234 1.091
O -1.482 -0.703 1.422
C 1.243 0.875 6.635
C -3.040 3.261 -0.180
N -1.165 -2.932 1.216
O 2.218 -0.443 1.184
C 2.334 -0.533 -1.148
H -0.700 -1.371 -2.027
C -1.953 -1.922 1.415
H 1.289 2.802 -6.470
C 2.058 -5.881 1.140
O -2.097 4.925 1.637
H -6.144 -0.252 2.329
H 0.373 5.387 -2.939
H -3.701 -0.034 1.992
C 0.938 1.471 5.424
O -1.654 5.426 -0.744
F 0.652 -1.417 3.312
C 0.851 -0.649 4.410
C -3.994 -3.380 1.521
C 4.380 -0.052 -2.333
N 1.016 -0.837 -1.050
H 4.048 -5.224 0.581
S 0.334 1.480 2.745
H -1.227 5.062 -3.631
H 3.837 2.368 -2.259
C 0.967 -1.175 -3.403
C 2.136 3.221 -3.219
C 3.019 -0.472 -2.368
O -0.123 1.212 -0.015
H -5.815 -4.478 1.620
C -6.133 -2.381 1.987
C 4.307 0.034 0.099
C 3.006 -5.004 0.352
C 1.356 -0.503 6.727
H -4.887 4.350 -0.326
C -5.544 -1.122 2.097
F 1.433 1.621 7.721
S 2.702 -3.287 0.842
H 4.817 0.203 1.038
C 2.978 -0.284 0.093
C 0.977 -3.493 0.977
H 1.830 3.746 -2.325
C 3.277 2.434 -3.183
C -4.428 1.031 -0.950
N -0.547 3.420 0.319
C 1.399 3.320 -4.399
C -3.068 0.916 -0.694
C -4.388 3.396 -0.429
C 0.732 0.719 4.271
C -0.940 2.233 0.024
F 0.842 2.798 5.380
C 2.288 -0.837 -3.519
C -5.080 2.253 -0.818
C -0.280 4.615 -3.345
C -5.371 -3.496 1.703
N 5.170 0.105 -3.522
O 0.261 4.034 -4.526
H -2.561 -0.035 -0.782
*
```

Record 12
The following is a quantum chemistry calculation of an isolated molecule of ClO2 at a distorted geometry, from the OMol25 dataset.

Summary:
Orbital gap (alpha / beta) = 10.87 / 9.71 eV
Maximum force = 2.8 eV/Å
LUMO level (alpha / beta) = -0.37 / -1.72 eV
⟨S²⟩ = 0.755

Geometry as ORCA input:
```
! RIJCOSX wB97M-V def2-TZVPD def2/J DEFGRID3
* xyz 0 2
O 0.712 -0.766 0.526
O 0.466 0.332 -0.185
Cl -1.178 0.434 -0.341
*
```

- What is the formula in the third record?
  C24H31N4O2

- Which value of maximum force does entry 10 give?
  6.2 eV/Å